Record 1
C39H59BIN3O15S as an isolated structure at a distorted geometry. Source: the Open Molecules 2025 dataset; level of theory: the ωB97M-V functional and the def2-TZVPD basis.

For the HOMO-LUMO gap, the calculation gives 7.67 eV. As for the largest force on an atom: 0.053 Eh/bohr. The calculation puts the HOMO energy at -8.10 eV. Its spin multiplicity is 1. The value obtained for the relative energy (zero: lowest compared OMol25 entry of this formula, charge and spin) is 0.0 kcal/mol.

```
119
Properties=species:S:1:pos:R:3:forces:R:3:mulliken_charge:R:1
I 2.60772 -1.24249 -0.28799 -0.4 0.2 -0.2 0.0396
S -0.45945 3.50957 -5.14521 0.7 -0.4 1.4 0.0859
O -1.06199 0.10933 -2.15924 0.0 0.9 -0.6 -0.6375
O 10.20870 3.41081 0.51342 -0.1 0.0 0.1 -0.3531
O 2.83731 1.65062 6.77485 0.0 -0.2 0.0 -0.3754
O -6.00400 -2.72943 -1.71896 -0.3 -0.1 -0.4 -0.6176
O 1.81225 -0.34865 6.63029 -0.1 0.3 0.2 -0.6065
O 9.27957 4.82498 1.99857 0.3 -0.2 0.0 -0.5776
O 2.89541 3.11040 1.07184 -0.5 -0.2 -0.8 -0.5797
O -5.73027 -7.51039 -0.98542 -0.2 -0.4 0.5 -0.5445
O 5.73960 2.60704 -2.80776 0.2 0.0 0.0 -0.5009
O 6.69937 1.19422 -4.26935 -0.1 0.1 0.2 -0.4042
O -6.14568 -4.06133 -3.52906 0.0 0.1 0.1 -0.3696
O -6.51677 -7.60798 1.11806 0.0 0.1 -0.2 -0.3428
O 4.25944 1.74130 -0.31186 -0.4 0.8 -0.2 -0.9691
O -3.44177 1.24898 3.50709 0.2 0.0 -0.2 -0.3386
O -2.41129 2.29640 1.80391 0.2 -0.6 0.9 -0.5944
N -0.87189 2.24874 -4.21473 -0.1 -0.3 -0.2 -0.5782
N 0.83814 4.04175 -4.26816 -0.4 -0.2 -0.3 -0.8168
N 2.91521 4.24216 -2.05264 -0.2 -1.0 -0.3 -0.5041
C -1.95903 1.76159 5.25524 0.2 0.1 0.2 -0.4123
C 5.67721 1.95130 -3.81056 -0.3 0.4 0.0 0.5467
C -1.66870 2.68516 4.08029 0.0 -0.4 0.3 -0.3484
C 8.31653 2.88646 -0.77673 -0.2 0.0 -0.2 0.0087
C 0.84459 0.04839 -0.10458 -0.7 0.8 -0.1 -2.0279
C 6.34678 0.62304 -5.54199 0.0 -0.2 -0.3 -0.4753
C 4.82941 0.63555 -5.57646 -0.3 -0.1 -0.1 -0.6995
C 0.96039 3.21896 -3.24828 -0.3 -2.0 1.9 0.5877
C 3.96776 2.28034 6.14767 0.2 0.2 -0.1 -0.3622
C -2.50877 2.07462 2.97961 0.1 0.5 -0.1 0.3851
C 8.00977 4.12326 0.05629 0.0 -0.6 -0.2 -0.3147
C -6.56230 -7.88335 -0.20551 0.2 -0.4 -0.3 0.5268
C -3.11462 0.44468 -0.77702 -1.4 -0.8 -0.9 2.0250
C -4.95704 -4.91455 -1.68165 0.4 0.2 -0.7 0.1079
C -4.59983 -5.72088 -2.92159 0.3 -0.2 0.1 -0.5443
C -8.62934 -8.55222 0.71896 -0.3 -0.1 -0.1 -0.4975
C -5.73647 -3.75945 -2.26906 0.0 0.0 0.6 0.5006
C 9.19783 4.17992 0.99415 -0.2 0.5 0.1 0.4515
C -0.11837 1.08689 -2.16604 1.5 0.6 1.0 -0.0709
C 9.83306 2.85571 -0.75889 0.0 -0.2 -0.2 -0.5325
C 0.60578 0.61406 1.34236 0.8 -1.0 0.7 0.7213
C -2.40821 0.62060 -2.15177 -1.3 -0.1 0.4 -1.1345
C 2.71888 0.37302 6.32999 -0.2 -0.3 -0.3 0.5508
C -5.38007 1.11999 0.31349 -0.2 0.8 -0.1 -1.5594
C 1.88118 2.21954 -1.18653 -0.9 -0.6 -0.1 0.0424
C -7.76542 -8.74530 -0.51966 -0.4 0.3 0.3 -0.4442
C -3.36457 1.28147 4.94316 0.0 -0.1 0.3 -0.5907
C -7.59141 -8.28381 1.79325 -0.2 -0.1 0.2 -0.4641
C 1.70622 0.27579 2.39440 -0.5 0.4 0.7 -1.7727
C -0.02753 2.12372 -3.18446 -0.7 1.1 -1.5 1.3972
C -4.31842 1.44842 -0.77981 0.2 0.4 1.0 0.4682
C 1.91274 3.20202 -2.14490 0.1 0.7 0.0 0.0668
C -5.75282 -5.40452 -3.85428 0.1 -0.2 -0.1 -0.4077
C 0.85799 1.13189 -1.18142 0.3 0.2 -0.6 0.3097
C 3.85654 0.04270 5.38832 0.5 0.3 0.3 0.1644
C -3.73824 -1.00468 -0.78953 1.2 0.9 0.4 -2.0311
C 4.50072 1.87571 -4.75774 0.0 -0.5 -0.1 0.1500
C 4.86454 1.13947 5.70312 0.2 -0.1 -0.2 -0.5394
C -3.85784 2.92458 -0.55686 0.3 0.2 -0.6 -1.2096
B 3.03744 2.36144 -0.08583 0.5 0.0 0.1 1.5438
H -2.01427 3.70400 4.26511 0.1 0.0 -0.1 0.3462
H -4.06991 -4.56163 -1.16027 -0.2 0.1 0.2 0.3119
H 7.89767 2.91633 -1.77950 0.0 0.0 0.0 0.0289
H 7.92259 1.99929 -0.27491 0.0 0.0 0.0 0.2263
H 6.78648 1.23686 -6.33177 0.0 0.0 0.1 0.2569
H -4.44042 -1.01913 -1.63742 0.3 -0.4 0.5 0.4691
H -9.27361 -9.40058 0.94505 0.1 0.0 0.1 0.3226
H -4.74007 3.58497 -0.42081 0.5 -0.4 0.0 0.4870
H 5.50917 1.40093 4.86510 -0.1 0.1 0.0 0.3419
H -6.60858 -6.06586 -3.69460 0.0 0.0 0.0 0.2252
H 0.47999 1.70982 1.36945 -0.2 -0.5 -0.4 0.1716
H 10.22548 1.84380 -0.84402 0.2 0.1 0.1 0.3241
H -0.61431 2.68246 3.81310 -0.1 0.2 -0.2 0.0987
H 3.60933 2.87889 5.30656 0.0 0.0 0.0 0.2029
H -2.50490 1.67336 -2.45903 0.7 -0.4 0.0 0.2954
H 3.73124 3.85528 -2.53568 0.1 0.6 0.2 0.0959
H 2.02878 3.54382 1.03974 0.3 0.0 0.2 0.3214
H 7.99347 5.03032 -0.55033 -0.1 0.1 0.1 0.3068
H -3.55771 0.28669 5.33993 -0.1 0.0 -0.2 0.3720
H -2.45250 0.58423 0.09449 -0.2 0.2 -0.5 -0.4182
H -4.25158 -1.25310 0.15438 0.1 0.1 -0.5 0.3459
H -4.13091 1.96507 5.31633 0.0 0.0 -0.1 0.2863
H 10.27065 3.47128 -1.54897 0.0 0.0 0.0 0.2779
H -7.43877 -9.78038 -0.63364 0.0 0.0 -0.1 0.2918
H -5.60057 -5.46642 -1.00714 0.1 0.1 0.1 -0.1183
H 4.46043 2.93735 6.86218 -0.2 0.0 0.1 0.3259
H -4.93145 1.00126 1.32031 -0.1 -0.2 -0.6 0.1573
H -7.20029 -9.20393 2.23365 0.0 0.0 0.0 0.2780
H 6.75253 -0.38430 -5.61286 0.2 0.1 0.2 0.3500
H 2.58012 5.08010 -2.52204 0.3 -0.2 -0.1 0.3530
H -1.87458 2.24381 6.22781 -0.1 0.0 0.0 0.3723
H -7.97649 -7.64939 2.58914 0.2 0.1 0.0 0.3194
H -2.88701 -1.70329 -0.91545 -0.6 0.0 -0.2 0.4463
H -6.02831 2.02012 0.40062 0.2 -0.6 -0.1 0.4949
H -3.15182 3.02461 0.30083 -1.1 0.0 -1.0 0.1078
H -6.03909 0.27661 0.04491 0.5 0.2 0.3 0.3214
H 3.49476 0.10601 4.36157 0.0 -0.1 0.0 -0.3006
H -9.26463 -7.67357 0.58946 0.0 0.0 0.0 0.2748
H 0.00928 -0.62365 -0.36205 0.6 0.2 0.2 0.7453
H 4.42166 0.65197 -6.58609 0.1 0.0 0.0 0.3636
H 4.48139 2.77866 -5.37150 -0.1 0.1 0.1 0.3265
H 5.50263 0.82394 6.53147 0.0 0.1 0.0 0.2685
H 2.69431 0.70351 2.15301 -0.4 -0.4 -0.1 0.4595
H -0.31168 0.11794 1.72116 0.3 0.6 -0.3 0.2034
H -1.26616 0.91755 5.23833 0.0 0.0 0.0 0.1761
H -2.99323 0.03611 -2.89274 0.5 0.3 0.3 0.1745
H -3.33212 3.31301 -1.45575 -0.2 -0.2 0.4 0.3583
H 4.43970 -0.25062 -5.07146 0.0 0.0 0.0 0.2914
H 1.77231 -0.80660 2.61153 0.1 0.5 -0.4 0.5114
H -4.47905 -6.78341 -2.73432 -0.1 0.0 0.0 0.3099
H 1.39649 0.74199 3.35926 0.1 -0.2 -0.5 0.2047
H -3.66521 -5.34545 -3.34658 -0.1 0.0 0.0 0.3160
H -8.26630 -8.40209 -1.42165 0.2 -0.1 -0.1 0.2499
H 4.97058 2.39971 -0.28281 0.0 -0.3 0.2 0.1446
H -4.82542 1.36833 -1.76850 0.3 0.0 0.5 0.3705
H 3.56553 1.76557 -4.21087 0.0 0.3 0.1 -0.2022
H -5.46127 -5.45298 -4.90249 -0.2 0.2 0.0 0.3129
H 4.25916 -0.94637 5.59213 -0.3 -0.1 -0.1 0.3455
H 7.08053 4.01965 0.61180 0.0 0.3 0.1 0.1683
```
Positions in Å, forces in eV/Å.

Record 2
C39H59Cl3GeInN9OP as an isolated structure. Source: the Open Molecules 2025 dataset; level of theory: the ωB97M-V functional and the def2-TZVPD basis.

Its total charge is +2. For the HOMO-LUMO gap (alpha / beta), the calculation gives 8.99 / 5.24 eV. As for the largest force on an atom: 0.014 Eh/bohr. As for the expectation value of S²: 0.76. The calculation puts the HOMO energy (alpha / beta) at -13.07 / -13.05 eV. Its spin multiplicity is 2. The value obtained for the relative energy (zero: lowest compared OMol25 entry of this formula, charge and spin) is 13.4 kcal/mol.

```
114
Properties=species:S:1:pos:R:3:forces:R:3:mulliken_charge:R:1
In 0.09462 -0.29749 0.54385 -0.1 -0.2 0.3 2.0033
Ge -0.16327 1.59200 -1.44565 -0.2 -0.3 -0.5 0.9123
Cl -1.92642 2.74895 -1.11744 -0.1 0.2 0.1 -0.2861
Cl -0.42654 0.58216 -3.30338 0.1 0.0 -0.1 -0.2614
Cl 1.54308 2.82960 -1.67675 0.2 0.3 0.1 -0.2295
P 1.95842 2.30262 2.19900 -0.2 -0.1 0.1 -2.9471
O 1.25148 1.24539 1.33854 0.4 0.5 0.3 0.3163
N 0.28140 -3.12340 -1.24853 0.0 -0.1 0.0 0.2172
N 3.19123 2.97836 1.39633 0.1 0.0 -0.2 1.5880
N 2.48842 1.60846 3.57573 0.3 -0.3 -0.1 0.6448
N -2.39146 0.45953 3.23102 0.0 -0.1 0.0 0.3494
N -0.64657 -0.88441 2.46327 -0.2 -0.2 0.3 0.1618
N 1.58765 -1.79920 0.21292 0.1 -0.2 0.3 -0.3418
N 2.28582 -3.89470 -0.49801 0.1 -0.2 0.3 0.2708
N 0.95677 3.50581 2.66084 0.0 0.1 -0.1 0.5080
N -2.29084 -1.77042 3.85863 -0.1 0.1 0.1 0.1879
C 3.19473 -5.96782 -1.30316 0.0 -0.1 -0.1 0.4696
C -2.82864 -1.60762 5.20972 0.0 0.0 -0.1 -1.2586
C 5.11197 3.21622 0.03880 0.0 0.0 0.0 -0.7179
C 3.72059 2.01795 4.26863 0.0 0.0 0.0 -0.5503
C 0.77776 -7.28610 -0.78896 0.0 0.0 0.0 -0.9250
C -3.14752 -2.54484 -2.39150 0.0 0.0 0.0 -0.9823
C 1.36257 -2.91452 -0.46424 -0.1 0.1 -0.5 0.6991
C -1.88620 -3.09990 -2.25864 0.1 -0.1 0.0 1.3443
C 0.90131 -5.93380 -0.50811 -0.1 -0.1 0.1 -0.1790
C -2.63238 -0.79721 -0.84318 -0.1 -0.3 -0.1 -0.3108
C 3.96319 -1.31445 0.11350 0.1 0.1 0.0 1.3734
C -3.53987 -1.41561 -1.68516 0.0 0.1 0.1 -1.0826
C -1.94637 -3.13374 3.49507 0.0 0.0 0.0 -1.0953
C -0.97280 -2.49144 -1.37438 -0.2 -0.1 -0.1 -0.1482
C 3.79525 -0.86465 -1.31346 0.0 0.1 0.0 -1.3783
C 3.04659 -7.32460 -1.56051 0.0 0.0 0.0 -0.7424
C 4.19426 2.17597 0.67811 0.1 0.0 0.1 0.6597
C -1.37222 -1.36076 -0.68759 0.1 0.7 0.1 -0.5530
C 5.39082 -1.84794 1.99929 -0.1 0.0 0.0 -1.0754
C -1.49489 -4.31196 -3.06319 -0.1 0.0 0.0 -1.4901
C 3.10743 -0.12156 5.09226 0.0 0.0 0.0 -0.8057
C -1.74125 1.67376 2.78097 0.1 0.0 0.1 -0.9851
C -1.75850 -0.72548 3.17744 0.1 -0.2 -0.2 0.2841
C 1.85026 -7.98379 -1.32104 0.0 0.1 0.0 -0.8132
C 4.33434 0.69055 4.68333 0.0 0.0 0.0 -0.3264
C -3.83548 0.56214 3.43005 0.0 0.0 0.0 -1.3564
C 5.22094 -1.36435 0.71142 0.0 0.1 0.0 -0.6389
C 0.19332 4.34885 1.72852 0.0 -0.1 0.0 0.1302
C 3.03196 -2.24454 2.15213 0.0 0.0 0.0 -0.4302
C 4.50069 -5.26765 -1.56071 0.0 0.0 0.0 -1.3286
C 2.87240 -1.75415 0.86335 -0.1 0.1 -0.2 -0.1934
C 1.99513 0.33864 4.13603 -0.1 0.1 0.1 0.9202
C 2.09500 -5.28235 -0.78405 0.1 0.2 -0.2 0.4256
C 5.02311 4.39956 0.99640 0.0 0.1 0.0 -0.9215
C 1.07693 4.16932 3.98256 -0.1 -0.1 0.0 -0.2906
C 3.55262 4.41139 1.39706 0.0 0.0 0.0 -0.3201
C 0.27077 5.46327 3.82769 0.0 0.0 0.0 -0.8446
C 4.29315 -2.29518 2.72435 0.1 0.0 -0.1 -1.0978
C -0.67047 5.18701 2.65866 0.0 0.0 0.0 -0.5211
H 6.08238 -1.03144 0.14585 0.0 0.0 0.0 0.5814
H -1.99828 1.90400 1.74034 0.0 0.0 0.0 0.3012
H -3.84368 -3.01174 -3.07545 0.0 0.0 0.0 0.4181
H -4.30169 -0.41110 3.31372 0.0 0.0 0.0 0.4501
H 1.81643 -0.37507 3.33318 0.0 0.1 0.0 -1.1127
H 6.12725 2.84430 -0.08151 0.0 0.0 0.0 0.4229
H -1.02992 6.09535 2.17975 0.0 0.0 0.0 0.4636
H -0.66546 1.58083 2.88249 0.0 0.0 0.0 -0.1175
H -3.87547 -1.90635 5.26156 0.0 0.0 0.0 0.3385
H -2.25268 -2.23146 5.89533 0.0 0.0 0.0 0.4131
H 5.32343 5.34002 0.53890 0.0 0.0 0.0 0.4460
H 4.74289 1.53517 1.37556 0.0 0.0 0.0 -0.1173
H -1.26120 -5.17289 -2.43207 0.0 0.0 0.0 0.2691
H 2.83712 0.10717 6.12334 0.0 0.0 0.0 0.4193
H 0.66649 3.52162 4.75955 0.0 0.0 0.0 0.2957
H -1.86103 -3.22729 2.41325 0.0 0.0 0.0 0.2791
H -2.31073 -4.60858 -3.71734 0.0 0.0 0.0 0.4411
H -1.01940 -3.46895 3.97309 0.0 0.0 0.0 0.3209
H -0.62731 -4.11023 -3.69587 0.0 0.0 0.0 0.3950
H 2.11568 4.37550 4.24341 0.0 0.0 0.0 0.2636
H 5.21589 -5.94790 -2.01599 0.0 0.0 0.0 0.4459
H 4.35160 2.61246 3.60954 0.0 0.0 0.0 0.1144
H 4.83068 0.23248 3.82588 0.0 0.0 0.0 -0.1314
H 3.48263 2.62090 5.15046 0.0 0.0 0.0 0.3921
H -4.07935 0.96881 4.41159 0.0 0.0 0.0 0.3481
H -0.15207 -7.79352 -0.57438 0.0 0.0 0.0 0.4461
H 2.97277 -0.15470 -1.42600 0.0 0.0 0.0 0.0339
H 1.05444 0.48165 4.67501 0.0 0.0 0.0 0.0364
H -1.53727 4.61163 2.99021 0.0 0.0 0.0 0.1010
H 3.88796 -7.87092 -1.96433 0.0 0.0 0.0 0.4201
H -2.73311 -0.57594 5.53048 0.0 0.0 0.0 0.3982
H -4.53387 -1.00911 -1.81143 0.0 0.0 0.0 0.4953
H 4.95634 -4.90067 -0.63617 0.0 0.0 0.0 0.2944
H 3.27130 -1.19503 5.02607 0.0 0.0 0.0 0.3513
H -0.38695 3.73113 1.04932 -0.1 -0.1 -0.1 -0.6182
H 3.70925 1.54036 -0.05465 -0.1 -0.1 -0.1 -0.7269
H 4.73598 3.50053 -0.94561 0.0 0.0 0.0 0.3359
H 3.38705 4.86401 2.37309 0.0 0.0 0.1 0.2000
H 2.96060 4.96030 0.66175 0.0 0.0 0.0 0.3179
H 2.17062 -2.62547 2.68887 0.0 0.0 0.0 0.4802
H 6.37999 -1.88857 2.43317 0.0 0.0 0.0 0.5076
H -2.07262 2.50739 3.40142 0.0 -0.1 0.0 0.6925
H 3.57741 -1.70748 -1.97328 0.0 0.0 0.0 0.1277
H 5.05763 0.79680 5.48938 0.0 0.0 0.0 0.4936
H 0.07310 -5.40481 -0.05177 0.0 0.0 0.0 0.7257
H -2.74884 -3.78926 3.82786 0.0 0.0 0.0 0.4162
H 5.65634 4.22959 1.86917 0.0 0.0 0.0 0.3275
H 3.18861 -3.64998 -0.11044 -0.1 -0.1 0.0 0.0331
H 4.42372 -2.70495 3.71630 0.0 0.0 0.0 0.5512
H -0.25479 5.71793 4.74522 0.0 0.0 0.0 0.4236
H 4.70522 -0.39075 -1.67819 0.0 0.0 0.0 0.5550
H 4.37482 -4.41466 -2.23006 0.0 0.0 0.0 0.2507
H 0.35079 -3.98524 -1.77642 0.0 0.1 0.0 0.0033
H -0.23564 -1.78799 2.66580 0.1 0.1 0.1 -0.0517
H 1.76063 -9.03712 -1.54129 0.0 0.0 0.0 0.4201
H 0.93242 6.29507 3.58296 0.0 0.0 0.0 0.3464
H -2.91456 0.10946 -0.32190 0.0 0.0 0.0 0.4408
H -4.23791 1.23190 2.66925 0.0 0.0 0.0 0.3896
H 0.84655 4.99085 1.13239 0.0 0.0 0.0 0.4041
```
Positions in Å, forces in eV/Å.

no.,total energy (a.u.)
1,-3535.2319
2,-6078.3274